# C30H26N4PrSSe

A structure of composition C30H26N4PrSSe (wB97M-V/def2-TZVPD, OMol25).

## Properties
highest occupied orbital energy (spin up / spin down)	-9.58 / -9.58	eV
charge	+1
multiplicity	3
F_max	0.060	hartree/bohr
HOMO-LUMO gap (spin up / spin down)	6.3 / 6.3	eV
LUMO level (spin up / spin down)	-3.3 / -3.3	eV

Geometry (Å):
Pr 4.555 -16.893 2.562
C 6.129 -12.458 3.231
C 6.590 -12.152 1.928
C 6.748 -13.152 0.996
C 6.345 -14.487 1.304
C 5.855 -14.722 2.580
C 5.795 -13.750 3.550
C 6.245 -15.521 0.241
C 6.603 -15.229 -1.107
C 6.531 -16.179 -2.088
C 6.077 -17.464 -1.777
C 5.864 -18.448 -2.764
C 5.328 -19.679 -2.451
C 5.117 -19.973 -1.093
C 5.408 -19.064 -0.105
C 5.732 -17.747 -0.403
N 5.716 -16.747 0.522
H 6.109 -11.705 4.024
H 6.893 -11.126 1.669
H 7.218 -12.914 0.050
H 5.424 -14.001 4.536
H 6.817 -14.204 -1.407
H 6.840 -15.948 -3.122
H 6.066 -18.201 -3.804
H 5.150 -20.453 -3.202
H 4.704 -20.934 -0.803
H 5.262 -19.401 0.932
C 1.683 -18.577 4.029
C 2.861 -19.190 4.707
C 2.576 -20.050 5.822
C 3.587 -20.676 6.478
C 4.927 -20.406 6.069
C 6.043 -20.981 6.731
C 7.310 -20.740 6.265
C 7.524 -19.878 5.157
C 6.467 -19.256 4.472
S 6.857 -18.309 3.106
C 5.150 -19.500 4.966
N 4.088 -18.859 4.302
H 0.784 -18.905 4.533
H 1.643 -18.887 2.973
H 1.660 -17.469 4.067
H 1.530 -20.128 6.096
H 3.424 -21.481 7.234
H 5.819 -21.620 7.559
H 8.197 -21.201 6.711
H 8.545 -19.712 4.784
C 2.243 -13.221 2.497
N 2.570 -13.511 1.096
C 2.891 -12.597 0.058
C 2.902 -13.291 -1.113
N 2.573 -14.624 -0.867
C 2.496 -15.738 -1.826
C 2.378 -14.759 0.505
Se 1.771 -16.317 1.402
H 2.619 -12.241 2.843
H 2.692 -14.002 3.146
H 1.131 -13.299 2.651
H 3.128 -11.534 0.270
H 3.036 -12.927 -2.110
H 3.511 -16.118 -2.140
H 1.877 -15.449 -2.736
H 1.954 -16.578 -1.348

=====

# C27H33N2O2S

A cluster of 2 separate species, C27H33N2O2S in total (wB97M-V/def2-TZVPD, OMol25).

## Properties
highest occupied orbital energy	-9.81	eV
charge	+1
F_max	0.046	hartree/bohr
HOMO-LUMO gap	5.8	eV
LUMO level	-4.0	eV

Geometry (Å):
C 5.800 -0.143 0.427
C 4.547 0.016 1.254
O 3.481 0.546 0.448
C 2.432 1.006 1.192
C 1.479 1.679 0.355
S 0.520 2.966 0.899
C 1.432 3.648 2.310
C 1.061 4.187 -0.360
O 2.380 0.825 2.422
H 6.547 -0.670 1.029
H 5.640 -0.708 -0.493
H 6.234 0.832 0.170
H 4.232 -0.958 1.652
H 4.750 0.700 2.091
H 1.708 1.677 -0.699
H 1.722 2.828 2.968
H 2.300 4.195 1.919
H 0.729 4.329 2.801
H 0.975 3.748 -1.357
H 0.394 5.053 -0.266
H 2.097 4.461 -0.133
C 0.542 -1.521 3.160
C 0.394 -1.868 1.745
N 1.108 -2.849 1.137
C 2.116 -3.658 1.795
C 0.685 -3.015 -0.184
C -0.375 -2.108 -0.406
C -1.137 -2.237 -1.563
C -0.764 -3.189 -2.526
C 0.315 -4.056 -2.297
C 1.036 -4.005 -1.093
C -0.480 -1.275 0.789
C -1.275 -0.147 0.999
C -2.224 0.350 0.064
C -3.642 0.434 0.168
C -4.526 -0.025 1.253
N -4.136 0.966 -0.978
C -5.551 1.122 -1.271
C -3.093 1.266 -1.863
C -1.887 0.848 -1.249
C -0.717 0.843 -1.996
C -0.731 1.377 -3.291
C -1.940 1.788 -3.880
C -3.151 1.692 -3.181
H -0.364 -0.990 3.469
H 0.655 -2.432 3.766
H 1.394 -0.847 3.332
H 2.516 -4.371 1.072
H 2.918 -3.011 2.175
H 1.688 -4.211 2.642
H -2.014 -1.614 -1.688
H -1.340 -3.262 -3.450
H 0.587 -4.791 -3.058
H 1.841 -4.694 -0.857
H -1.255 0.301 1.994
H -3.892 -0.439 2.038
H -5.121 0.792 1.675
H -5.208 -0.818 0.915
H -5.668 1.565 -2.264
H -6.069 0.151 -1.258
H -6.036 1.766 -0.525
H 0.171 0.388 -1.558
H 0.204 1.444 -3.846
H -1.926 2.173 -4.899
H -4.108 1.946 -3.635

=====

# C10H19N5O5

An isolated molecule of C10H19N5O5 (wB97M-V/def2-TZVPD, OMol25).

## Properties
highest occupied orbital energy	-9.50	eV
SMILES	[H]/N=C(\N)NCCC[C@H](N)C(=O)N[C@@H](CC(=O)O)C(=O)O
F_max	0.067	hartree/bohr
HOMO-LUMO gap	9.8	eV
LUMO level	0.3	eV

Geometry (Å):
H 1.455 -3.104 0.899
N 2.357 -2.679 0.523
C 2.147 -2.008 -0.558
N 0.908 -1.998 -1.251
N 3.022 -1.104 -1.118
C 2.532 0.235 -1.412
C 2.097 0.911 -0.121
C 1.387 2.261 -0.242
C 0.279 2.440 0.825
N 0.863 2.063 2.141
C -0.888 1.620 0.437
O -1.509 2.006 -0.592
N -1.206 0.519 1.154
C -2.126 -0.505 0.769
C -2.380 -0.698 -0.775
C -3.794 -0.249 -1.065
O -4.701 -0.990 -1.288
O -4.018 1.079 -1.047
C -1.696 -1.823 1.343
O -2.497 -2.539 1.935
O -0.359 -2.137 1.322
H 0.955 -1.719 -2.211
H 0.351 -2.818 -1.147
H 3.906 -1.187 -0.622
H 3.432 0.728 -1.747
H 1.807 0.284 -2.190
H 1.371 0.169 0.254
H 2.887 0.916 0.595
H 1.009 2.293 -1.259
H 2.161 3.050 -0.199
H -0.071 3.483 0.942
H 1.341 1.181 2.047
H 0.177 2.083 2.910
H -0.920 0.550 2.088
H -3.099 -0.343 1.279
H -2.364 -1.792 -1.073
H -1.609 -0.119 -1.352
H -3.224 1.577 -0.743
H 0.017 -1.635 0.549

=====

# CH8NO2

A cluster of 2 separate species, CH8NO2 in total (wB97M-V/def2-TZVPD, OMol25).

## Properties
highest occupied orbital energy	-15.87	eV
charge	+1
F_max	0.009	hartree/bohr
HOMO-LUMO gap	12.4	eV
LUMO level	-3.5	eV

Geometry (Å):
O 0.613 1.849 0.929
H -0.413 0.715 0.193
H 0.316 2.370 1.687
H 0.932 2.510 0.300
N -0.945 -0.135 -0.134
C -0.006 -1.289 -0.317
O 1.033 -0.772 -1.072
H -1.418 0.102 -1.003
H -1.670 -0.387 0.529
H 0.301 -1.579 0.682
H -0.567 -2.068 -0.831
H 1.823 -1.314 -0.962